No. 1
The following is a quantum chemistry calculation of a cluster of 2 separate species, F5N2 in total, from the OMol25 dataset.

Last column: Löwdin charge in e.
Atoms and positions in Å:
N 0.058 -0.387 -1.047  0.07
N 0.209 0.098 0.343  0.06
F -0.418 -1.592 -1.173  0.24
F -0.585 0.465 -1.874  0.22
F 0.338 1.450 0.250  0.20
F -0.819 0.331 2.548  -0.05
F 1.216 -0.366 0.953  0.26

For the LUMO energy (spin up / spin down), the calculation gives -12.252 / -12.253 eV. The maximum force is 0.0919 hartree/bohr. Its calculated total energy is -607.91507 hartree. For the energy relative to the best compared isomer or geometry (same formula, charge and spin), the calculation gives 118.0 kcal/mol. The charge is +1. As for the HOMO energy (spin up / spin down): -18.034 / -18.034 eV.

---

No. 2
The following is a quantum chemistry calculation of a cluster of 2 separate species, C6H6N4S in total, from the OMol25 dataset.

Last column: Löwdin charge in e.
Atoms and positions in Å:
C -2.898 -0.669 -0.785  -0.14
C 3.087 -1.061 -0.100  -0.26
C -1.916 -0.880 0.133  -0.06
C 3.483 0.137 -0.605  -0.41
C -2.343 1.264 -0.090  -0.17
C 1.389 0.115 0.491  -0.46
N -3.168 0.671 -0.893  0.06
N 1.878 -1.045 0.525  -0.01
N -1.550 0.367 0.584  -0.22
N -0.645 0.585 1.519  0.15
S 2.286 1.350 -0.282  0.97
H -3.440 -1.382 -1.374  0.09
H 3.631 -1.987 -0.147  0.10
H -1.412 -1.758 0.469  0.11
H 4.381 0.384 -1.135  0.06
H -2.300 2.323 0.079  0.12
H -0.463 1.586 1.610  0.07

For the LUMO energy (spin up / spin down), the calculation gives -0.816 / -0.725 eV. The maximum force is 0.0513 hartree/bohr. Its calculated total energy is -849.28867 hartree. For the energy relative to the best compared isomer or geometry (same formula, charge and spin), the calculation gives 119.1 kcal/mol. As for the HOMO energy (spin up / spin down): -8.734 / -8.691 eV.

---

No. 3
The following is a quantum chemistry calculation of a cluster of 4 separate species, C2H12NO4 in total, from the OMol25 dataset.

Last column: Löwdin charge in e.
Atoms and positions in Å:
C 0.457 1.680 -0.116  -0.41
O 0.360 1.349 1.232  -0.33
C -0.740 1.043 -0.837  -0.30
N -0.758 -0.421 -0.701  -0.02
H 0.452 2.759 -0.234  0.08
H 1.404 1.257 -0.489  0.10
H -1.599 1.438 -0.294  0.09
H -0.813 1.288 -1.904  0.09
H -0.210 -0.783 -1.474  0.04
H -0.267 -0.667 0.158  0.03
H 0.978 1.641 3.902  0.04
H 0.824 0.280 4.241  0.01
O 1.243 1.056 4.639  -0.08
H 1.044 0.188 1.491  -0.02
H 0.861 -0.580 2.688  -0.05
O 1.263 -0.844 1.854  -0.24
H -1.322 -3.931 -6.124  0.03
H -1.978 -3.017 -5.100  0.03
O -1.738 -3.068 -6.030  -0.06

For the LUMO energy, the calculation gives 2.783 eV. The maximum force is 0.0292 hartree/bohr. Its calculated total energy is -439.11409 hartree. For the energy relative to the best compared isomer or geometry (same formula, charge and spin), the calculation gives 30.0 kcal/mol. The charge is -1. As for the HOMO energy: -3.893 eV.

---

No. 4
The following is a quantum chemistry calculation of a cluster of 2 separate species, C9H14O in total, from the OMol25 dataset.

Last column: Löwdin charge in e.
Atoms and positions in Å:
C -0.982 -2.153 1.841  -0.09
C -0.818 1.389 1.334  -0.04
C -0.520 0.165 1.828  -0.05
C -1.292 1.481 0.051  -0.32
C -0.962 -0.915 1.044  -0.31
C -1.695 0.444 -0.800  -0.01
C -1.672 -0.796 -0.145  -0.04
O -1.467 2.812 -0.474  -0.07
H -0.529 2.238 1.972  0.13
H -0.062 0.145 2.806  0.12
H -0.795 3.025 -1.266  0.16
H -2.019 0.622 -1.824  0.12
H -1.736 -2.903 1.542  0.08
H -1.359 -1.871 2.870  0.09
H -2.004 -1.741 -0.644  0.13
H -0.063 -2.798 1.925  0.09
C 2.195 0.852 -1.391  -0.17
C 2.293 -0.614 -1.660  -0.18
H 2.476 1.374 -2.243  0.02
H 1.225 1.325 -1.134  0.06
H 3.081 1.046 -0.612  0.12
H 3.206 -1.221 -1.711  0.08
H 1.718 -0.944 -2.512  0.06
H 1.781 -0.961 -0.797  0.04

For the LUMO energy, the calculation gives 0.799 eV. The maximum force is 0.0784 hartree/bohr. Its calculated total energy is -426.49467 hartree. For the energy relative to the best compared isomer or geometry (same formula, charge and spin), the calculation gives 49.0 kcal/mol. Its SMILES is Cc1ccc(O)cc1.CC. As for the HOMO energy: -8.614 eV.